[1]
The following is a DFT calculation (ωB97M-V/def2-TZVPD) of a 3-piece molecular cluster, C6H18O3S3 overall at a distorted geometry.

Cartesian coordinates (Å):
S 5.379377 3.829517 -4.459048
S -1.828493 0.066697 -1.220988
S -5.109273 -3.979483 4.919902
O 4.311617 4.833977 -3.914628
O -1.201263 -1.140043 -0.437528
O -5.832353 -3.307043 6.040652
C 4.518037 2.241257 -4.913798
C 6.306927 3.318447 -2.928498
C -3.986403 -2.680133 4.376062
C -0.459633 0.669597 -2.313918
C -1.890353 1.621197 -0.321968
C -3.955233 -5.253013 5.566632
H -4.019873 -6.257493 5.148382
H 5.636557 2.758507 -2.276448
H -2.772543 1.625097 0.318212
H -3.312133 -2.428963 5.194822
H 4.158017 2.548857 -5.895558
H 5.099047 1.320177 -4.867578
H 3.640117 1.993327 -4.317228
H -3.372863 -2.939303 3.513212
H 6.521417 4.142987 -2.248618
H -0.967293 1.785897 0.233852
H -4.218983 -5.473143 6.601082
H 7.160117 2.640907 -2.961658
H 0.261217 1.236777 -1.725038
H -0.770193 1.306797 -3.141948
H -2.923723 -4.902073 5.597102
H -4.620383 -1.847813 4.070442
H -1.861753 2.471607 -1.003198
H 0.110297 -0.203133 -2.632698

Atomic forces in eV per Å
-1.3 1.1 2.2
1.8 -2.1 -0.1
-0.6 0.0 -0.4
2.0 -2.3 -1.2
-1.3 3.1 -1.1
0.3 -0.6 0.1
-0.4 0.7 0.4
-0.9 -0.7 1.1
0.7 -0.3 -0.2
0.4 -0.3 0.5
0.5 0.2 0.7
0.4 0.1 1.0
-0.1 0.4 -0.9
-0.7 -0.2 -0.3
0.2 0.1 0.0
-0.2 0.2 0.1
0.1 -0.7 -0.2
0.6 0.4 -0.5
0.0 0.7 0.4
-0.1 -0.4 0.0
0.2 0.6 -0.8
-0.1 -0.5 0.4
-0.3 0.6 0.2
0.2 0.3 -0.9
-0.2 0.1 0.3
-0.3 -0.3 0.0
0.0 0.0 -0.2
0.0 -0.1 0.3
-0.6 -0.3 -0.4
-0.5 -0.1 -0.3

Calculated values
Net charge = 0
LUMO = 0.476 eV
Energy above the lowest of the compared OMol25 structures with the same formula, charge and spin = 119.3 kJ/mol

[2]
The following is a DFT calculation (ωB97M-V/def2-TZVPD) of C4H7O2 as an isolated structure at a distorted geometry.

Cartesian coordinates (Å):
O 0.488369 -4.192021 -1.435438
O -0.340392 -0.221036 -1.370528
C -1.051800 1.195082 0.563326
C -0.965273 0.704335 -0.873387
C 1.527678 -2.105680 -0.595473
C 0.907868 -3.249820 -0.955740
H 2.276099 -1.762713 -1.323048
H 0.576402 -1.159007 -0.968514
H -1.510490 1.258821 -1.532113
H -0.502682 0.298075 1.081992
H -2.165632 1.306275 0.946103
H -0.435261 2.078729 0.711433
H 1.744500 -1.831388 0.352829

Atomic forces in eV per Å
0.1 1.3 1.0
0.5 -0.4 0.3
0.1 -3.6 0.8
0.5 0.2 2.0
-1.5 2.0 -3.4
0.3 -2.0 -1.2
0.0 -0.6 0.0
0.3 -0.7 0.7
-1.8 1.6 -2.2
-1.2 1.9 0.0
2.4 -0.1 -1.0
-0.3 0.3 -0.1
0.5 0.2 3.2

Calculated values
Net charge = +1
LUMO = -4.475 eV
Energy above the lowest of the compared OMol25 structures with the same formula, charge and spin = 150.6 kJ/mol

[3]
The following is a DFT calculation (ωB97M-V/def2-TZVPD) of C55H55AsNO2S2Se4Si2Y as an isolated structure.

Cartesian coordinates (Å):
Y 1.206403 1.175389 1.318881
Se 4.895173 3.327307 -0.410147
Se 2.411292 3.612952 2.314275
Se 3.250167 4.783228 0.465726
Se 3.824470 1.263761 -0.692562
As 0.818907 -2.312744 -1.197459
S 1.654961 2.959546 -1.809757
S -2.937548 1.180468 -1.827298
Si 3.424680 -0.264497 2.692217
Si 0.909526 1.317024 4.272499
O 0.861845 2.068364 -0.862881
O -2.494560 1.022011 -3.249826
N -1.052696 2.359835 1.823248
C 1.154563 0.870646 -3.567906
C -1.992762 0.142111 1.926514
C 0.393778 4.178618 -2.286765
C -2.135884 3.817212 -2.281780
C 2.175185 -2.766213 -2.540134
C 0.050326 -6.561807 0.672387
C -3.376946 2.233058 2.310822
C -2.916215 -2.079502 2.140946
C -2.567897 -2.529069 -3.782612
C 3.178407 -0.458349 4.597309
C -0.714547 0.521270 4.960867
C -3.454030 3.607328 2.403208
C 2.714361 2.028635 -5.560387
C -4.647610 1.747730 -1.924824
C 2.114553 0.793815 -5.772282
C -5.406393 1.900990 -0.772154
C -2.306898 4.363424 2.199767
C -7.277424 2.574960 -2.125243
C 0.639840 -4.070961 -0.383962
C -1.633010 -2.604238 2.007328
C 2.195904 0.290538 5.272657
C -0.766374 -2.805550 -2.219979
C 1.340359 0.215028 -4.778140
C -2.409914 -4.554386 -2.491332
C -0.829591 3.698173 -3.068840
C 0.814546 2.972166 5.267162
C -0.688399 -0.350561 1.734885
C -0.484467 -4.768685 -0.834261
C -6.512592 2.407353 -3.270256
C -0.562388 -1.746137 1.810670
C 3.053756 -4.113570 -4.331979
C 4.142811 -3.252146 -4.444652
C -3.090685 -0.708092 2.113173
C -1.264915 -4.067443 -1.869175
C -3.051667 -3.787273 -3.451824
C -5.191173 1.988298 -3.173964
C 2.986882 -0.598131 7.401227
C 2.129772 0.208790 6.669551
C 4.032017 -1.274502 5.352911
C -0.778577 -6.018427 -0.296796
C -1.428465 -2.031050 -3.160300
C 1.468387 -4.616368 0.584546
C 1.755234 2.098908 -3.368911
C 3.264783 -1.914814 -2.656074
C 3.903246 -2.076075 2.191263
C -1.131946 3.691322 1.920319
C 5.141011 0.585662 2.697649
C 1.171993 -5.867370 1.109864
C 2.075159 -3.873897 -3.381531
C 2.542754 2.683620 -4.351725
C 3.943684 -1.354891 6.733931
C -2.157339 1.611066 2.006165
C 4.251232 -2.156685 -3.605826
C -6.722854 2.319857 -0.875955
C -2.249156 2.742262 -1.205748
H -2.992595 3.773112 -2.958421
H 3.158444 -2.777528 2.581286
H -1.601055 1.088193 4.653061
H -3.769233 -2.734087 2.279492
H 0.941922 4.968340 -2.807830
H -4.563861 1.841271 -4.043389
H 0.140311 4.599999 -1.309670
H -3.083957 -1.913946 -4.509686
H 3.939281 -2.178372 1.100698
H 2.269674 0.271724 -6.708504
H -2.306257 5.442240 2.277439
H 2.909374 -0.642978 8.483679
H -0.689325 0.525278 6.057353
H -1.102629 -1.026351 -3.402355
H 5.087492 -1.472636 -3.679647
H 3.345084 -1.041896 -2.018911
H -3.943700 -4.168340 -3.935054
H -4.965807 1.696484 0.197856
H 1.226757 -4.543863 -3.291354
H -7.317206 2.443609 0.020811
H 0.902312 -0.763040 -4.932808
H -6.945500 2.603008 -4.243741
H -0.899045 4.266854 -3.999039
H 1.379193 0.788556 7.200486
H 1.744026 3.543617 5.233008
H -1.655591 -6.563672 -0.625699
H 5.565730 0.614100 1.691740
H -1.264791 2.486404 -0.813190
H 0.426915 -2.183195 1.714684
H 5.811990 0.030661 3.364559
H 3.334877 2.472056 -6.329658
H 0.565879 2.770093 6.316314
H -4.397829 4.084604 2.641961
H 4.619768 -1.997112 7.291118
H 3.049373 3.621295 -4.151698
H 4.904406 -3.444080 -5.191704
H -2.804802 -5.528557 -2.227775
H 2.975140 -4.972572 -4.988446
H -0.187985 4.212812 1.793495
H 2.330099 -4.068062 0.941155
H -4.094410 -0.317831 2.244551
H -0.713542 2.655253 -3.365202
H -0.850060 -0.509481 4.624656
H -0.182990 -7.531525 1.095842
H 0.565920 0.441822 -2.765448
H -8.307544 2.899232 -2.204700
H 0.025178 3.612387 4.856073
H -2.882339 3.018925 -0.360470
H -1.474817 -3.678280 2.049450
H 4.795525 -1.859367 4.846131
H -2.181436 4.792739 -1.786132
H -4.253990 1.631343 2.501210
H 5.064822 1.614957 3.055186
H 1.812225 -6.292461 1.872880
H 4.883535 -2.381051 2.577577

Atomic forces in eV per Å
0.8 0.3 0.2
-0.1 0.0 0.0
0.0 0.0 0.0
0.1 0.0 -0.1
0.2 0.0 0.0
0.1 0.2 0.0
0.1 -0.2 0.1
0.0 0.0 0.0
-0.1 -0.2 0.0
-0.3 0.1 0.3
-0.6 0.1 -0.3
-0.1 0.0 0.1
0.1 0.0 -0.1
0.0 0.0 0.0
0.0 0.0 0.0
0.0 0.2 0.1
-0.1 0.1 0.2
-0.1 -0.1 -0.1
0.0 0.0 0.0
0.0 0.0 0.0
0.0 0.0 0.0
0.0 0.1 0.0
0.0 0.0 0.0
0.0 0.1 0.0
0.0 0.0 0.0
0.0 0.0 0.0
0.1 0.0 -0.1
0.0 0.0 0.0
0.1 0.0 0.0
0.0 0.0 0.0
0.0 0.0 0.0
0.1 0.0 0.0
0.0 0.0 0.0
0.0 -0.1 -0.1
-0.1 0.0 0.0
0.0 0.0 0.1
0.0 0.0 0.0
-0.1 -0.1 0.0
0.0 -0.1 0.0
0.0 -0.1 -0.2
0.0 0.0 0.0
0.0 0.0 0.0
0.0 0.0 0.0
0.0 0.0 0.0
0.0 0.0 0.0
0.0 0.0 0.0
0.0 0.0 -0.1
0.0 0.0 0.0
0.0 0.0 0.0
0.0 0.0 0.0
0.0 0.0 0.0
0.0 0.0 0.0
0.0 0.0 0.0
0.0 0.0 0.0
-0.1 -0.1 0.0
0.1 0.0 0.0
0.0 0.0 0.0
0.0 0.0 0.0
0.0 -0.1 0.0
-0.1 0.0 0.0
0.0 0.0 0.0
0.0 0.1 0.0
0.0 0.0 0.0
0.0 0.0 0.0
0.0 0.1 0.0
0.0 0.0 0.0
0.0 0.0 0.0
0.0 0.0 0.0
0.0 0.0 0.0
0.0 0.0 0.0
0.0 0.0 0.0
0.0 0.0 0.0
0.0 -0.1 -0.1
0.0 0.0 0.0
-0.1 0.0 0.0
0.0 0.0 0.0
0.0 0.0 0.0
0.0 0.0 0.0
0.0 0.0 0.0
0.0 0.0 0.0
0.0 0.0 0.0
0.0 0.0 0.0
0.0 0.0 0.0
0.0 0.1 0.0
0.0 0.0 0.0
0.0 0.0 0.0
0.0 0.0 0.0
0.0 0.0 0.0
0.0 0.0 0.0
0.0 0.0 0.0
0.0 0.0 0.0
0.0 0.0 0.0
0.0 0.0 0.0
0.0 0.0 0.0
0.0 0.0 0.0
0.0 -0.1 0.0
0.0 0.0 0.0
0.0 0.0 0.0
0.0 0.0 0.0
0.0 0.0 0.0
0.0 0.0 0.0
0.0 0.0 0.0
0.0 0.0 0.0
0.0 0.0 0.0
0.0 0.0 0.0
0.0 0.0 0.0
0.0 0.0 0.0
0.0 0.0 0.0
0.0 0.0 0.0
0.0 0.1 0.0
0.0 0.0 0.0
0.0 0.0 0.0
0.0 0.0 0.0
0.0 0.0 0.0
0.0 0.0 0.0
0.0 0.0 0.0
0.0 0.0 0.0
0.0 0.0 0.0
0.0 0.0 0.0
0.0 0.0 0.0
0.0 0.0 0.0
0.0 0.0 0.0
0.0 0.0 0.0

Calculated values
Net charge = -2
LUMO = 3.436 eV
Energy above the lowest of the compared OMol25 structures with the same formula, charge and spin = 39.5 kJ/mol

[4]
The following is a DFT calculation (ωB97M-V/def2-TZVPD) of C5H5NOS as an isolated structure at a distorted geometry.

Cartesian coordinates (Å):
S 2.325604 1.382355 0.371823
O -0.894166 1.986791 -0.838939
N 0.913446 -0.957157 0.305452
C 0.792770 0.411820 -0.218890
C 1.958267 -1.202745 -0.372044
C -0.612063 0.982412 -0.284526
C 2.034813 0.364950 -1.083102
C -1.486962 0.063554 0.439370
H -0.981042 -0.342077 1.379365
H 2.182746 0.662505 -2.035041
H 2.514569 -2.178504 -0.464427
H -1.573233 -0.949138 -0.048673
H -2.461908 0.637566 0.507607

Atomic forces in eV per Å
-1.1 0.0 -0.7
-0.6 1.5 -0.8
0.6 -0.3 -0.2
1.5 0.8 0.5
0.5 0.9 -2.0
2.3 -1.7 0.3
-1.0 -3.7 4.9
-1.9 -1.0 1.1
-1.0 1.3 -0.8
0.5 0.9 -2.9
-0.4 1.3 0.2
-0.2 1.2 -0.2
0.9 -1.3 0.5

Calculated values
Net charge = 0
LUMO = -0.119 eV
Energy above the lowest of the compared OMol25 structures with the same formula, charge and spin = 391.1 kJ/mol

[5]
The following is a DFT calculation (ωB97M-V/def2-TZVPD) of C2H6NO5P in the gas phase.

Cartesian coordinates (Å):
P 0.206510 -0.799120 -1.068780
O -1.202962 -1.147311 -1.261655
O 1.031667 -0.393711 -2.376205
O 1.169139 -1.946674 -0.525083
O -0.751283 1.411114 0.116588
O -2.086908 1.536311 1.915831
N 0.705825 0.104426 1.427975
C 0.425249 0.621267 0.101062
C -1.798757 0.980459 0.908029
H 0.698161 0.876444 2.089303
H 0.472959 0.135337 -2.960417
H 1.197151 1.284233 -0.300504
H 1.638050 -0.293738 1.445929
H 0.678182 -2.548080 0.048755
H -2.382983 0.179043 0.439172

Atomic forces in eV per Å
0.1 0.1 -0.1
0.0 -0.1 0.0
-0.2 0.1 0.2
0.0 0.1 -0.1
0.3 0.2 0.3
0.1 0.1 0.1
0.0 0.2 0.0
0.0 -0.2 -0.1
-0.4 0.0 -0.3
-0.1 0.0 0.0
0.1 0.0 -0.1
0.0 0.1 0.0
-0.1 -0.1 0.0
0.0 -0.1 0.0
0.2 -0.1 0.1

Calculated values
Net charge = 0
LUMO = 0.406 eV
SMILES = N[C@H](OC=O)P(=O)(O)O
Energy above the lowest of the compared OMol25 structures with the same formula, charge and spin = 0.0 kJ/mol

[6]
The following is a DFT calculation (ωB97M-V/def2-TZVPD) of C5H7NO in the gas phase.

Cartesian coordinates (Å):
O -0.501036 0.326499 -1.022780
N 1.572149 1.875026 -0.918528
C 0.994095 0.115128 0.754752
C 0.995451 0.920394 -0.359816
C -0.195055 -1.455900 -0.231123
C -0.350631 -0.543221 0.941087
C -1.285501 0.390300 0.187301
H 0.705901 -2.062772 -0.288999
H -0.599003 -0.930263 1.930620
H -2.283523 -0.036898 0.023333
H -1.370335 1.419357 0.551895
H 1.422397 2.009098 -1.910277
H 1.905854 -0.239998 1.214359
H -1.010763 -1.786749 -0.871823

Atomic forces in eV per Å
0.2 0.2 0.0
-0.2 -0.5 0.1
0.1 0.1 0.0
0.1 0.1 0.0
0.0 -0.2 0.0
-0.1 -0.1 0.1
-0.1 0.1 0.1
-0.1 0.2 -0.1
0.0 0.0 -0.2
0.2 0.1 0.0
0.1 -0.1 0.0
-0.2 -0.1 0.0
-0.1 0.2 0.1
0.1 0.2 0.1

Calculated values
Net charge = 0
LUMO (alpha / beta) = -0.324 / -0.326 eV
Energy above the lowest of the compared OMol25 structures with the same formula, charge and spin = 565.7 kJ/mol